## A
Entry from the Open Molecules 2025 dataset: a 3-piece molecular cluster, C5H17NO2 overall (wB97M-V/def2-TZVPD).

HOMO level (eV): -8.615
2S+1: 1
Gap between HOMO and LUMO (eV): 9.2734
Total charge: 0
SMILES string: CCN(C)CC.O.O
LUMO energy (eV): 0.66

Atoms and positions in Å:
C: -2.53527 1.73459 0.59999
C: -1.31821 1.86496 -0.36982
N: -0.40896 0.76026 -0.13673
C: 0.17202 0.15694 -1.35998
C: -0.79891 -0.57211 -2.29383
C: 0.68618 1.07784 0.83053
H: -2.67970 0.64405 0.74639
H: -2.55856 2.41603 1.39663
H: -3.48300 1.96564 0.12057
H: -0.93642 2.87746 -0.26541
H: -1.65208 1.77469 -1.42732
H: 1.00802 -0.46992 -1.07344
H: 0.66819 0.87542 -2.11107
H: -1.66540 0.06479 -2.48591
H: -1.30140 -1.37321 -1.70227
H: -0.39626 -0.93119 -3.27106
H: 0.30378 0.94480 1.84764
H: 0.95885 2.13499 0.65851
H: 1.53998 0.43549 0.64593
H: 3.39051 -1.81409 -0.13859
H: 2.46673 -2.66533 0.85479
O: 2.70739 -2.48332 -0.05805
H: 0.16119 -1.68393 1.69269
H: 1.48717 -1.18465 2.46440
O: 0.84685 -1.91010 2.32963

Results of the natural (NBO) charge analysis, in e, for atoms 1 through 6: number 1, C, carries -0.635; number 2, C, carries -0.226; number 3, N, carries -0.458; number 4, C, carries -0.220; number 5, C, carries -0.621; number 6, C, carries -0.418



## B
Entry from the Open Molecules 2025 dataset: a 3-piece molecular cluster, C5H17NO2 overall (wB97M-V/def2-TZVPD).

HOMO level (eV): -9.055
2S+1: 1
Gap between HOMO and LUMO (eV): 9.7990
Total charge: 0
SMILES string: CCN(C)CC.O.O
LUMO energy (eV): 0.74

Atoms and positions in Å:
C: -0.59055 -0.04270 -2.19622
C: 0.74110 -0.29491 -1.60614
N: 0.62009 0.25575 -0.19725
C: 1.26004 -0.74748 0.74004
C: 1.21289 -0.28282 2.21151
C: 1.01427 1.66178 -0.06587
H: -1.41205 -0.57539 -1.59859
H: -1.04032 0.90180 -2.09361
H: -0.56806 -0.41693 -3.19154
H: 1.48477 0.17229 -2.25565
H: 0.98710 -1.26219 -1.50710
H: 2.29657 -0.94615 0.32203
H: 0.81205 -1.68798 0.63319
H: 1.56403 -1.01480 2.89937
H: 0.15346 0.09279 2.45268
H: 1.77441 0.61529 2.45154
H: 0.47767 2.04363 0.88615
H: 0.63844 2.21584 -0.92828
H: 1.99318 1.86342 -0.05956
H: -2.51358 1.27330 0.12221
H: -1.29580 0.46747 0.53987
O: -2.18190 0.64553 0.75003
H: -2.71917 -0.95844 0.73182
H: -1.95146 -2.08348 0.28990
O: -2.75715 -1.89563 0.66946

Results of the natural (NBO) charge analysis, in e, for atoms 1 through 6: number 1, C, carries -0.612; number 2, C, carries -0.215; number 3, N, carries -0.485; number 4, C, carries -0.209; number 5, C, carries -0.634; number 6, C, carries -0.408



Winner for stability: A



## A
Entry from the Open Molecules 2025 dataset: a 3-piece molecular cluster, C5H17NO2 overall (wB97M-V/def2-TZVPD).

HOMO level (eV): -8.766
2S+1: 1
Gap between HOMO and LUMO (eV): 9.0921
Total charge: 0
SMILES string: CCCN(C)C.O.O
LUMO energy (eV): 0.33

Atoms and positions in Å:
C: -0.01616 -1.06474 -0.17210
C: 1.53001 -0.81928 0.26139
C: -0.88443 -0.66790 1.04978
N: -1.50090 -1.89146 1.72524
C: -1.21083 -1.79439 3.23877
C: -3.00354 -1.78989 1.44170
H: -0.01614 -2.12768 -0.43727
H: -0.36998 -0.39107 -1.09972
H: 1.62203 0.22956 0.39335
H: 1.71469 -1.55113 0.93896
H: 2.14705 -1.08697 -0.61745
H: -1.69666 -0.09385 0.49481
H: -0.24855 -0.10713 1.73464
H: -0.48418 -0.97101 3.35552
H: -0.71682 -2.79256 3.59907
H: -1.97453 -1.57626 3.94360
H: -3.27992 -0.99808 0.91159
H: -3.19683 -2.56715 0.65429
H: -3.62429 -1.73127 2.28126
H: 1.37376 6.86686 -2.33921
H: 1.29120 5.62611 -3.34010
O: 0.85182 6.58295 -3.18917
H: 4.30383 0.96056 -4.92240
H: 3.76097 2.18245 -4.59530
O: 3.62838 1.57332 -5.31125

Results of the natural (NBO) charge analysis, in e, for atoms 1 through 6: number 1, C, carries -0.391; number 2, C, carries -0.615; number 3, C, carries -0.242; number 4, N, carries -0.440; number 5, C, carries -0.422; number 6, C, carries -0.417



## B
Entry from the Open Molecules 2025 dataset: a 3-piece molecular cluster, C5H17NO2 overall (wB97M-V/def2-TZVPD).

HOMO level (eV): -8.323
2S+1: 1
Gap between HOMO and LUMO (eV): 8.9793
Total charge: 0
SMILES string: CCCCNC.O.O
LUMO energy (eV): 0.66

Atoms and positions in Å:
C: 0.45516 2.88057 -0.50156
C: 0.38378 1.59675 0.36178
C: 1.64828 0.77861 0.06685
C: 1.70151 -0.44936 1.03116
N: 0.68318 -1.46263 0.95002
C: 0.89883 -2.47705 -0.07178
H: 0.84118 2.60087 -1.47122
H: 0.91264 3.67533 0.09309
H: -0.53903 3.33284 -0.55084
H: 0.19129 1.73767 1.42443
H: -0.43635 1.02923 -0.06000
H: 1.56740 0.36628 -0.94176
H: 2.58024 1.30486 0.26749
H: 2.68053 -0.91806 0.91315
H: 1.61941 -0.00381 2.02950
H: -0.26251 -1.11805 0.92710
H: 1.10207 -2.13266 -1.09509
H: 1.83413 -3.01351 0.11945
H: 0.05547 -3.14592 0.07604
H: -3.21603 1.77413 0.28886
H: -2.73493 2.10612 -1.11471
O: -2.41765 1.83647 -0.24573
H: -2.45464 -2.68375 -0.18456
H: -1.57910 -2.92333 -1.47986
O: -2.37231 -2.51162 -1.12592

Results of the natural (NBO) charge analysis, in e, for atoms 1 through 6: number 1, C, carries -0.618; number 2, C, carries -0.412; number 3, C, carries -0.411; number 4, C, carries -0.205; number 5, N, carries -0.637; number 6, C, carries -0.416



## C
Entry from the Open Molecules 2025 dataset: a 4-piece molecular cluster, C5H17NO2 overall (wB97M-V/def2-TZVPD).

HOMO level (eV): -8.357
2S+1: 1
Gap between HOMO and LUMO (eV): 6.1523
Total charge: 0
LUMO energy (eV): -2.21

Atoms and positions in Å:
C: 2.43046 -0.78663 1.13895
C: 0.99535 -0.30130 0.72400
N: 0.71190 -0.51038 -0.65793
C: -0.11897 0.37419 -1.46147
C: 0.34675 1.87303 -1.27805
C: 0.09954 -1.87064 -0.72778
H: 2.69294 -0.53579 2.18169
H: 3.06679 0.05609 0.65463
H: 2.74281 -1.78150 0.81610
H: 0.15466 -0.88358 1.37860
H: 0.85413 0.83360 1.00310
H: 0.14933 0.15010 -2.60776
H: -1.20761 0.26349 -1.36202
H: 0.35334 2.28123 -0.22147
H: 1.27887 1.89146 -1.84349
H: -0.46575 2.31162 -1.84288
H: 0.79414 -2.57834 -0.26664
H: -0.83029 -1.94619 -0.14607
H: -0.10561 -2.29010 -1.79906
H: -2.30170 0.20192 2.89495
H: -1.34098 1.39311 0.00124
O: -1.66848 0.37301 2.18890
H: -3.64866 0.81813 -0.03341
H: -2.13790 0.40552 1.30623
O: -2.84507 0.25793 -0.04038

Results of the natural (NBO) charge analysis, in e, for atoms 1 through 6: number 1, C, carries -0.625; number 2, C, carries -0.230; number 3, N, carries -0.489; number 4, C, carries -0.247; number 5, C, carries -0.674; number 6, C, carries -0.422



Winner for stability: B



## A
Entry from the Open Molecules 2025 dataset: one molecule with the formula C3H2FN (wB97M-V/def2-TZVPD).

HOMO level (eV): -10.606
2S+1: 1
Gap between HOMO and LUMO (eV): 10.4589
Total charge: 0
SMILES string: N#C/C=C/F
LUMO energy (eV): -0.15

Atoms and positions in Å:
C: -0.93174 0.40218 0.04913
C: 0.15923 -0.37945 -0.04482
C: 1.51511 0.09970 0.07970
H: -0.83886 1.54900 -0.11632
H: -0.43917 -1.37212 0.14437
N: 2.73674 -0.09342 -0.06890
F: -2.20131 -0.20590 -0.04316

Results of the natural (NBO) charge analysis, in e, for atoms 1 through 6: number 1, C, carries 0.298; number 2, C, carries -0.432; number 3, C, carries 0.223; number 4, H, carries 0.198; number 5, H, carries 0.286; number 6, N, carries -0.237



## B
Entry from the Open Molecules 2025 dataset: a 2-piece molecular cluster, C3H2FN overall (wB97M-V/def2-TZVPD).

HOMO level (eV): -10.708
2S+1: 1
Gap between HOMO and LUMO (eV): 11.4438
Total charge: 0
SMILES string: C#CF.C#N
LUMO energy (eV): 0.74

Atoms and positions in Å:
C: 0.56625 2.10597 0.00243
C: -0.22542 -2.11588 -0.04040
C: -0.11614 1.08958 0.01501
N: 0.28052 -2.07951 1.00800
F: -1.16392 0.28990 0.08101
H: 1.36215 2.84372 -0.08900
H: -0.70344 -2.13376 -0.97706

Results of the natural (NBO) charge analysis, in e, for atoms 1 through 6: number 1, C, carries -0.369; number 2, C, carries 0.074; number 3, C, carries 0.391; number 4, N, carries -0.303; number 5, F, carries -0.277; number 6, H, carries 0.255



## C
Entry from the Open Molecules 2025 dataset: one molecule with the formula C3H2FN (wB97M-V/def2-TZVPD).

HOMO level (eV): -11.096
2S+1: 1
Gap between HOMO and LUMO (eV): 11.5095
Total charge: 0
SMILES string: N#C/C=C/F
LUMO energy (eV): 0.41

Atoms and positions in Å:
C: 0.64392 -0.74633 -0.20074
C: 0.09504 0.25812 0.26409
C: -1.21492 0.82908 -0.00543
H: 0.30235 -1.46714 -1.10430
H: 0.51171 0.54742 1.30728
N: -2.15265 1.21858 -0.59697
F: 1.90113 -1.07284 0.40314

Results of the natural (NBO) charge analysis, in e, for atoms 1 through 6: number 1, C, carries 0.296; number 2, C, carries -0.418; number 3, C, carries 0.255; number 4, H, carries 0.219; number 5, H, carries 0.271; number 6, N, carries -0.272



## D
Entry from the Open Molecules 2025 dataset: C3H2FN as an isolated structure (wB97M-V/def2-TZVPD).

HOMO level (eV): -9.115
2S+1: 1
Gap between HOMO and LUMO (eV): 9.3230
Total charge: 0
LUMO energy (eV): 0.21

Atoms and positions in Å:
C: 0.86470 -0.15403 0.50787
C: -0.92616 0.14751 -0.42772
C: -0.20526 0.14404 1.24473
N: 0.23598 -0.13385 -0.81687
F: -0.47660 0.32392 2.52279
H: 1.90615 -0.33934 0.69353
H: -1.87546 0.32025 -0.87977

Results of the natural (NBO) charge analysis, in e, for atoms 1 through 6: number 1, C, carries -0.207; number 2, C, carries 0.111; number 3, C, carries 0.357; number 4, N, carries -0.387; number 5, F, carries -0.294; number 6, H, carries 0.217



Winner for stability: C



## A
Entry from the Open Molecules 2025 dataset: C3H5PS as an isolated structure (wB97M-V/def2-TZVPD).

HOMO level (spin up / spin down) (eV): -6.778 / -8.431
2S+1: 3
Gap between HOMO and LUMO (spin up / spin down) (eV): 7.5430 / 6.5296
Total charge: 0
LUMO energy (spin up / spin down) (eV): 0.77 / -1.90
⟨S²⟩: 2.013

Atoms and positions in Å:
C: -0.81809 -1.76248 0.95915
C: 0.54458 0.30353 -0.44812
C: -0.66068 0.94649 0.20441
P: 0.34615 -1.57490 -0.46679
S: -1.54892 -0.32227 1.25057
H: 1.84426 -1.83768 -0.45305
H: 0.64031 0.63775 -1.48149
H: 1.46187 0.55684 0.08396
H: -0.40420 1.77185 0.86506
H: -1.40528 1.28087 -0.51370

Results of the natural (NBO) charge analysis, in e, for atoms 1 through 6: number 1, C, carries -0.436; number 2, C, carries -0.699; number 3, C, carries -0.486; number 4, P, carries 0.458; number 5, S, carries 0.248; number 6, H, carries -0.014



## B
Entry from the Open Molecules 2025 dataset: one molecule with the formula C3H5PS (wB97M-V/def2-TZVPD).

HOMO level (spin up / spin down) (eV): -7.530 / -8.872
2S+1: 3
Gap between HOMO and LUMO (spin up / spin down) (eV): 7.9635 / 6.8266
Total charge: 0
LUMO energy (spin up / spin down) (eV): 0.43 / -2.05
⟨S²⟩: 2.029

Atoms and positions in Å:
C: -0.97816 1.76638 -0.20022
C: -0.22459 -0.97572 0.55349
C: 0.91812 -0.55247 -0.34370
P: -1.70436 0.34770 0.13748
S: 1.76414 0.94852 0.20390
H: -1.21438 2.68722 -0.71227
H: -0.75262 -1.85118 0.33564
H: -0.15144 -0.93465 1.70149
H: 1.64419 -1.25544 -0.27168
H: 0.69910 -0.18036 -1.40413

Results of the natural (NBO) charge analysis, in e, for atoms 1 through 6: number 1, C, carries -0.660; number 2, C, carries -0.645; number 3, C, carries -0.590; number 4, P, carries 0.570; number 5, S, carries 0.189; number 6, H, carries 0.193



Winner for stability: A